(1)
ORCA calculation (ωB97M-V/def2-TZVPD) on a cluster of 3 separate species, C15H26F4NO5 in total at a distorted geometry.

```
51
C15H26F4NO5, DFT ωB97M-V/def2-TZVPD
O -0.8121 1.0208 0.0946
C -0.1806 0.7245 -0.8248
F -0.4214 1.2358 -2.0442
C 0.9302 -0.3179 -0.8550
N 0.3008 -1.6593 -1.0882
C 1.1780 -2.5898 -1.8686
C 0.5369 -3.9981 -1.8327
O -0.8430 -3.9158 -1.5338
C -1.1714 -3.3847 -0.2543
C -2.5651 -2.7326 -0.2877
C -3.5966 -3.3844 -1.2202
O -3.3098 -3.2279 -2.5936
C -4.9849 -2.8134 -0.9050
F -4.9363 -1.4420 -0.8739
F -5.3998 -3.2165 0.3224
F -5.8983 -3.1664 -1.8113
C -0.1062 -2.3672 0.1684
H 1.6498 -0.1137 -1.6514
H 1.4206 -0.3136 0.1214
H -0.5530 -1.5448 -1.6473
H 2.1637 -2.5900 -1.3873
H 1.2807 -2.1961 -2.8828
H 1.0692 -4.6549 -1.1270
H 0.6132 -4.4558 -2.8243
H -1.1813 -4.1966 0.4900
H -2.9389 -2.8076 0.7428
H -2.5171 -1.6527 -0.5089
H -3.6536 -4.4584 -1.0021
H -3.4401 -2.2992 -2.8449
H -0.5002 -1.6488 0.8952
H 0.8011 -2.8212 0.5758
C -0.9238 4.1754 1.1401
C 0.2196 4.9123 1.7873
O 0.9379 4.3664 2.5956
C 0.4421 6.3406 1.3640
H -0.9882 3.1691 1.5435
H -1.8661 4.6959 1.3156
H -0.7672 4.1293 0.0600
H -0.4451 6.9369 1.5819
H 0.6166 6.3892 0.2873
H 1.2967 6.7557 1.8927
C 4.0882 2.7025 0.6990
C 3.6452 1.4233 1.3520
O 3.2553 0.4753 0.6905
C 3.7196 1.3653 2.8482
H 3.9964 2.6278 -0.3830
H 3.4840 3.5264 1.0741
H 5.1264 2.9115 0.9605
H 3.0960 2.1531 3.2713
H 4.7464 1.5393 3.1745
H 3.3856 0.3930 3.2034
```

Calculated values
Molar mass: 376.37 Da
Strongest force on any atom: 0.04701 Eh/bohr
LUMO energy: -2.8540 eV
Multiplicity: 1
Net charge: +1

***

(2)
ORCA calculation (ωB97M-V/def2-TZVPD) on a structure of composition C15H26GeNO5PPdSe.

```
51
C15H26GeNO5PPdSe, DFT ωB97M-V/def2-TZVPD
Pd -0.8558 0.5561 0.1545
O -3.0466 -1.7270 2.9131
C -2.3893 -1.2099 2.0249
O -1.6450 -0.1648 2.1185
C -2.4261 -1.8741 0.6426
C -3.1116 -3.0384 0.3421
C -3.0635 -3.5092 -0.9660
C -2.3523 -2.8215 -1.9426
C -1.6925 -1.6597 -1.5767
N -1.7513 -1.2564 -0.3158
C -0.8579 -0.7821 -2.5257
O -0.7365 -1.1741 -3.6759
O -0.3906 0.2955 -2.0139
H -3.6632 -3.5382 1.1254
H -3.5898 -4.4187 -1.2264
H -2.2960 -3.1544 -2.9690
C -4.2100 3.9563 0.0869
P -3.0360 2.7988 0.7972
C -1.5468 3.7266 1.2084
C -3.7125 2.2389 2.3578
O -2.7396 1.6790 -0.1796
H -4.3980 4.7900 0.7634
H -5.1435 3.4277 -0.1049
H -3.8151 4.3301 -0.8572
H -1.7677 4.5822 1.8463
H -1.0735 4.0685 0.2876
H -0.8685 3.0551 1.7416
H -3.8620 3.0726 3.0444
H -3.0212 1.5073 2.7820
H -4.6655 1.7421 2.1718
C 5.0267 1.2478 0.1217
Ge 4.3702 -0.3699 -0.7542
C 5.1074 -0.5451 -2.5540
C 4.8154 -1.9306 0.3372
C 2.4116 -0.2186 -0.9190
Se 1.4967 -0.2036 0.8000
C 1.1659 -2.1038 0.9747
H 6.1023 1.1797 0.2858
H 4.5395 1.3829 1.0883
H 4.8289 2.1264 -0.4931
H 6.1945 -0.6181 -2.5209
H 4.8368 0.3204 -3.1590
H 4.7148 -1.4383 -3.0402
H 5.8969 -2.0102 0.4514
H 4.4538 -2.8496 -0.1254
H 4.3795 -1.8395 1.3329
H 1.9648 -1.0176 -1.5090
H 2.1245 0.7082 -1.4144
H 2.1098 -2.6214 1.1218
H 0.6657 -2.4633 0.0787
H 0.5222 -2.2337 1.8419
```

Calculated values
Molar mass: 589.34 Da
Strongest force on any atom: 0.00767 Eh/bohr
Expectation value of S²: 2.006
LUMO energy (alpha / beta): 0.2802 / -1.0817 eV
Multiplicity: 3
Net charge: 0

***

(3)
ORCA calculation (ωB97M-V/def2-TZVPD) on a structure of composition C15H26I2InLuN2O3S3 at a distorted geometry.

```
53
C15H26I2InLuN2O3S3, DFT ωB97M-V/def2-TZVPD
I -0.0140 -2.4824 1.0150
I -0.2608 0.0865 -5.5373
Lu 0.0140 0.9101 -2.8505
In -0.3174 0.2004 0.1872
S 1.3861 -1.0544 -2.0297
S -1.8441 -0.5257 -1.7958
C 1.7474 1.0878 1.2510
C 3.2321 -1.0155 -2.1594
C -3.6152 -0.0407 -1.5859
C 3.5851 -0.8218 -3.6283
C 3.8100 0.0872 -1.2895
C 3.6754 -2.3894 -1.6542
C -4.2766 -0.3396 -2.9315
C -3.7718 1.4207 -1.2128
C -4.1559 -0.9538 -0.4879
C 1.6086 2.6085 -2.1739
C -0.8531 3.0530 -2.1077
O 2.7163 1.3084 1.8239
O 2.2908 3.4447 -1.7514
O -1.2107 4.0658 -1.6798
H 3.2466 0.1537 -4.0032
H 3.1132 -1.6071 -4.2314
H 4.6761 -0.8842 -3.7453
H 3.4067 1.0762 -1.5350
H 4.9001 0.1089 -1.4470
H 3.6106 -0.1146 -0.2337
H 3.3539 -2.5456 -0.6154
H 4.7695 -2.4535 -1.7122
H 3.2338 -3.1818 -2.2722
H -5.3549 -0.1421 -2.8610
H -4.1269 -1.3911 -3.2049
H -3.8574 0.2822 -3.7329
H -4.8475 1.6310 -1.0918
H -3.3671 2.0783 -1.9898
H -3.2717 1.6429 -0.2635
H -5.2325 -0.7700 -0.3690
H -3.6562 -0.7666 0.4714
H -3.9941 -2.0026 -0.7659
S -1.7232 1.4482 1.8350
C -1.1859 0.6559 3.3087
N -1.9945 -0.2320 3.9123
C -1.5245 -1.0857 5.0074
C -0.5959 -0.2725 5.8884
C 0.5272 0.3378 5.0730
N -0.0234 0.9914 3.8789
H -2.7626 -0.5730 3.3385
H -1.0139 -1.9726 4.5978
H -2.4066 -1.4049 5.5690
H -0.1688 -0.9053 6.6742
H -1.1644 0.5354 6.3693
H 1.2488 -0.4330 4.7578
H 1.0612 1.1063 5.6419
H 0.5573 1.6349 3.3500
```

Calculated values
Molar mass: 922.18 Da
Strongest force on any atom: 0.12799 Eh/bohr
LUMO energy (alpha / beta): -15.9871 / -15.7570 eV
Multiplicity: 1
Net charge: +4

***

(4)
ORCA calculation (ωB97M-V/def2-TZVPD) on a structure of composition C15H26MnN5O2P2S.

```
52
C15H26MnN5O2P2S, DFT ωB97M-V/def2-TZVPD
Mn -0.2025 -0.2215 -0.1681
C 3.3294 -0.3299 0.3378
P 2.0175 0.4028 -0.6756
C 2.4855 0.0954 -2.4020
C 2.2635 2.2051 -0.4281
C 1.2151 3.1063 -1.0949
P -0.3980 3.2326 -0.3122
C -0.2581 3.6088 1.4265
C -1.4269 4.3945 -1.1794
H 4.3066 0.0696 0.0624
H 3.3685 -1.4116 0.1974
H 3.1430 -0.1132 1.3897
H 3.4450 0.5546 -2.6450
H 1.7241 0.4818 -3.0808
H 2.5745 -0.9774 -2.5808
H 3.2446 2.4719 -0.8291
H 2.3169 2.3929 0.6481
H 1.0520 2.8540 -2.1474
H 1.5717 4.1443 -1.0932
H 0.5867 4.2884 1.5681
H -0.0689 2.7052 2.0069
H -1.1663 4.0869 1.7906
H -0.9982 5.3941 -1.0694
H -2.4242 4.3982 -0.7366
H -1.4831 4.1485 -2.2406
C 1.3455 -5.0416 1.3160
C 1.1044 -3.7647 2.0208
N 1.2502 -3.5400 3.2844
N 0.9195 -2.2367 3.4771
C 0.5582 -1.6285 2.3617
S 0.0317 -0.0248 2.0677
N 0.6692 -2.5839 1.4114
N 0.3474 -2.3247 0.0677
H 1.6508 -5.7845 2.0491
H 2.1408 -4.9423 0.5749
H 0.4396 -5.3979 0.8225
H 0.9535 -1.8463 4.4107
H -0.4017 -2.9640 -0.2029
H 1.1567 -2.5575 -0.5075
O -2.8436 2.1894 0.7649
C -2.3187 1.4281 0.0305
O -1.0563 1.7367 -0.5509
C -2.7925 0.0990 -0.4389
C -4.0864 -0.2467 -0.0956
C -4.6143 -1.4012 -0.6752
C -3.8216 -2.1322 -1.5521
C -2.5069 -1.7357 -1.7767
N -1.9842 -0.6402 -1.2238
H -4.6666 0.3820 0.5652
H -5.6293 -1.7094 -0.4612
H -4.2058 -3.0106 -2.0521
H -1.8579 -2.3038 -2.4323
```

Calculated values
Molar mass: 457.36 Da
Strongest force on any atom: 0.01352 Eh/bohr
Expectation value of S²: 0.772
LUMO energy (alpha / beta): -9.6736 / -9.8021 eV
Multiplicity: 2
Net charge: +3

***

(5)
ORCA calculation (ωB97M-V/def2-TZVPD) on a structure of composition C15H27AsCoN2S at a distorted geometry.

```
47
C15H27AsCoN2S, DFT ωB97M-V/def2-TZVPD
Co -0.0563 -1.1958 -0.9521
C 1.7555 0.3723 -2.4110
C 0.4008 0.8009 -3.0233
N -0.7524 0.2771 -2.2257
C -1.8869 -0.3797 -2.9846
C -1.5209 -1.7966 -3.4731
S -0.8518 -2.9240 -2.1506
C 0.9150 -3.2976 -2.6275
C 1.8037 -2.1058 -2.9513
N 1.7374 -1.0316 -1.9020
H 1.9815 1.0090 -1.5583
H 2.5170 0.4649 -3.1799
H 0.3277 0.3320 -4.0182
H 0.3259 1.8814 -3.0451
H -1.1531 1.0679 -1.6957
H -2.1795 0.2519 -3.8620
H -2.7326 -0.4732 -2.2998
H -0.8422 -1.8002 -4.3426
H -2.4813 -2.2962 -3.7388
H 0.8244 -3.9893 -3.4679
H 1.3116 -3.8613 -1.7539
H 1.5762 -1.6748 -3.9326
H 2.8504 -2.5325 -3.0301
H 2.4812 -1.1369 -1.2058
C 0.7871 -1.7805 2.5708
As -0.0186 -0.6015 1.1966
C -1.8417 -0.4683 1.8050
C 0.6278 1.2381 1.2948
C 0.1609 1.9392 2.5478
C -0.9947 2.7612 2.5759
C -1.4035 3.4918 3.6794
C -0.6690 3.4087 4.8519
C 0.3012 2.4110 4.9434
C 0.7195 1.6787 3.8274
H 0.8970 -1.2789 3.5479
H 1.7456 -2.1411 2.1806
H 0.1191 -2.6464 2.7722
H -1.8500 -0.2075 2.8464
H -2.3438 -1.4470 1.6182
H -2.2908 0.3307 1.1927
H 0.3086 1.8117 0.4040
H 1.7348 1.1674 1.2826
H -1.5301 2.9071 1.6483
H -2.2470 4.1465 3.5704
H -0.8684 4.1004 5.6577
H 0.8010 2.2758 5.8920
H 1.5037 0.9415 3.9260
```

Calculated values
Molar mass: 401.32 Da
Strongest force on any atom: 0.05723 Eh/bohr
Expectation value of S²: 6.027
LUMO energy (alpha / beta): -9.1720 / -13.2583 eV
Multiplicity: 5
Net charge: +3

***

(6)
ORCA calculation (ωB97M-V/def2-TZVPD) on a structure of composition C15H27AsFeN4O3SSi2 at a distorted geometry.

```
54
C15H27AsFeN4O3SSi2, DFT ωB97M-V/def2-TZVPD
Fe -0.2133 0.6750 -0.3145
C 3.6443 1.4200 -3.4603
N 2.5500 0.4574 -3.5939
C 2.5942 -0.6850 -4.3721
C 1.4305 -1.3192 -4.2133
N 0.6586 -0.5623 -3.3226
C 1.3785 0.5439 -2.9493
S 0.9894 1.8805 -1.9624
C -0.6278 -0.9962 -2.8617
C -1.1512 -2.1963 -3.3179
C -2.4012 -2.5856 -2.8747
C -3.1063 -1.7724 -2.0048
C -2.5036 -0.6062 -1.5958
N -1.2808 -0.2236 -2.0059
H 4.3200 1.2839 -4.2993
H 4.1746 1.2531 -2.5256
H 3.2481 2.4300 -3.4713
H 3.4480 -0.9400 -4.9759
H 1.0878 -2.2239 -4.6736
H -0.6096 -2.8282 -4.0011
H -2.8192 -3.5244 -3.2139
H -4.0855 -2.0441 -1.6370
H -2.9984 0.0651 -0.9061
O 1.4125 -0.6794 -0.1188
N 0.7113 -1.6134 0.4253
O 1.1662 -2.6841 0.6841
O -0.5071 -1.3054 0.6059
C -3.0439 4.7938 1.6378
Si -1.8081 4.0042 0.5085
C -0.2217 4.9582 0.4105
C -2.5140 3.6589 -1.1722
As -1.2928 1.8530 1.3868
Si 0.2068 1.9913 3.2276
C -0.1744 3.5023 4.2247
C -0.0613 0.4406 4.1942
C 1.8774 2.0873 2.4228
H -3.3823 5.7537 1.2368
H -2.6058 4.9712 2.6231
H -3.9166 4.1498 1.7627
H -0.4099 5.9297 -0.0576
H 0.5271 4.4343 -0.1891
H 0.1949 5.1362 1.4050
H -2.7481 4.5956 -1.6877
H -3.4391 3.0815 -1.0902
H -1.8075 3.1015 -1.7948
H -1.2092 3.4837 4.5758
H -0.0173 4.4229 3.6570
H 0.4789 3.5315 5.1030
H -1.0404 0.4677 4.6779
H 0.7014 0.3392 4.9717
H -0.0211 -0.4460 3.5564
H 2.0130 3.0592 1.9405
H 2.0212 1.3035 1.6738
H 2.6610 1.9666 3.1777
```

Calculated values
Molar mass: 530.41 Da
Strongest force on any atom: 0.02867 Eh/bohr
Expectation value of S²: 8.769
LUMO energy (alpha / beta): -2.9576 / -4.5796 eV
Multiplicity: 6
Net charge: +1

***

(7)
ORCA calculation (ωB97M-V/def2-TZVPD) on a structure of composition C15H27AsNO4S2SbY.

```
52
C15H27AsNO4S2SbY, DFT ωB97M-V/def2-TZVPD
Y -0.9085 -1.0643 0.1063
C 0.9019 -8.9157 -2.2520
C 0.8737 -7.5403 -1.6500
C -0.0012 -6.5658 -2.1318
C -0.0460 -5.3065 -1.5648
C 0.7969 -5.0182 -0.4984
C 1.6824 -5.9646 -0.0027
C 1.7138 -7.2199 -0.5864
S 0.7255 -3.4404 0.2488
O -0.6806 -3.2535 0.7488
O 1.7337 -3.3680 1.2740
N 0.7667 -2.2794 -0.8127
C 1.9733 -1.5757 -1.2254
C 1.5744 -0.1121 -1.4369
O 2.1478 0.6189 -2.2028
O 0.5130 0.2532 -0.7265
H 0.3469 -8.9534 -3.1874
H 0.4559 -9.6389 -1.5668
H 1.9252 -9.2374 -2.4442
H -0.6547 -6.8020 -2.9620
H -0.7269 -4.5565 -1.9464
H 2.3305 -5.7159 0.8257
H 2.4018 -7.9653 -0.2076
H 2.3842 -1.9594 -2.1592
H 2.7576 -1.6166 -0.4629
C -0.8163 -0.1259 -4.0594
As -1.9491 0.9932 -2.9924
C -3.3404 1.6292 -4.1471
C -0.9622 2.5226 -2.4008
S -2.9340 -0.1128 -1.4319
H -0.3496 0.4829 -4.8329
H -1.4252 -0.9070 -4.5096
H -0.0406 -0.5627 -3.4367
H -2.8961 2.1644 -4.9851
H -3.9852 2.2969 -3.5797
H -3.9181 0.7808 -4.5066
H -0.7123 3.1195 -3.2774
H -0.0587 2.1866 -1.8986
H -1.5925 3.0993 -1.7267
C -0.3870 0.7823 4.5001
Sb 0.1838 -0.6894 3.0761
C 2.2920 -0.4564 3.1172
C -0.0408 -2.4591 4.2256
H 0.1846 0.6225 5.4126
H -1.4495 0.7029 4.7199
H -0.1751 1.7760 4.1108
H 2.6264 -0.4375 4.1530
H 2.5728 0.4721 2.6243
H 2.7437 -1.2998 2.5993
H 0.4510 -2.3316 5.1883
H 0.4176 -3.2796 3.6783
H -1.0965 -2.6715 4.3812
```

Calculated values
Molar mass: 635.11 Da
Strongest force on any atom: 0.00312 Eh/bohr
LUMO energy: -2.8996 eV
Multiplicity: 1
Net charge: +1

***

(8)
ORCA calculation (ωB97M-V/def2-TZVPD) on a cluster of 3 separate species, C15H27ClN4O6 in total.

```
53
C15H27ClN4O6, DFT ωB97M-V/def2-TZVPD
C -3.3255 -1.7184 2.9091
N -2.5032 -0.5681 3.2896
C -1.0748 -0.7365 3.1265
C -0.3438 -0.9479 4.4819
C -0.7686 -2.2493 5.0107
N -1.0326 -3.3110 5.3561
C 1.1834 -1.0222 4.2155
N 2.0161 -1.5945 5.2521
C -0.7615 0.2172 5.4402
Cl -1.6794 -0.2983 6.8839
C 0.3712 1.0196 5.9068
N 1.2602 1.6457 6.2660
H -4.3040 -1.3661 2.5840
H -3.4771 -2.3867 3.7574
H -2.8829 -2.2762 2.0763
H -2.8088 0.2459 2.7785
H -0.8381 -1.6008 2.4958
H -0.6365 0.1408 2.6416
H 1.5421 -0.0167 3.9811
H 1.3099 -1.6183 3.3094
H 1.9495 -2.6047 5.2425
H 1.7567 -1.2803 6.1799
H -1.4507 0.8616 4.8999
C -1.5608 0.8218 -3.0125
C -0.7437 -0.1587 -2.2038
O -1.5483 -0.8384 -1.2175
C -2.2754 -1.8553 -1.6782
O -2.2962 -2.2658 -2.8087
O -2.9823 -2.3497 -0.6593
C -3.8363 -3.4474 -1.0000
H -2.0723 1.5261 -2.3555
H -0.9001 1.3826 -3.6746
H -2.3048 0.3046 -3.6172
H 0.0209 0.3537 -1.6238
H -0.2610 -0.8987 -2.8405
H -3.2752 -4.2270 -1.5102
H -4.6516 -3.1085 -1.6370
H -4.2272 -3.8184 -0.0572
C 4.9195 2.0810 -2.9070
C 4.4331 3.4408 -3.3552
O 4.0426 3.4328 -4.7414
C 2.8325 2.9412 -4.9917
O 2.0417 2.5426 -4.1734
O 2.6368 2.9634 -6.3091
C 1.3679 2.4542 -6.7311
H 5.7270 1.7342 -3.5521
H 5.2952 2.1419 -1.8852
H 4.1118 1.3508 -2.9341
H 5.2300 4.1798 -3.3053
H 3.5954 3.7863 -2.7508
H 0.5576 2.9662 -6.2163
H 1.3050 1.3845 -6.5373
H 1.3166 2.6445 -7.7985
```

Calculated values
Structure (SMILES): CNC[C@@](C#N)(CN)[C@@H](Cl)C#N.CCOC(=O)OC.CCOC(=O)OC
Molar mass: 394.86 Da
Strongest force on any atom: 0.00688 Eh/bohr
LUMO energy: 0.4116 eV
Multiplicity: 1
Net charge: 0

***

| no. | DFT total energy (a.u.) |
| --- | --- |
| 1 | -1417.342584 |
| 2 | -5965.778726 |
| 3 | -4136.498141 |
| 4 | -3242.416091 |
| 5 | -4712.932909 |
| 6 | -5508.964563 |
| 7 | -4254.129420 |
| 8 | -1718.401809 |